A single C20H19NO8S molecule. Source: OMol25; level of theory: ωB97M-V with the def2-TZVPD basis set.

Values from the calculation:
Structure (SMILES)   COCCOC(=O)c1c(C)oc2ccc(NS(=O)(=O)c3ccc(C(=O)O)cc3)cc12
Charge   0
Kohn-Sham gap   8.26 eV
E_HOMO   -8.500 eV
Multiplicity   1

Geometry as XYZ:
```
49
Properties=species:S:1:pos:R:3:forces:R:3
C 4.776058 -1.482613 -0.826762 0.03 0.02 0.03
O 3.909856 -2.432163 -1.408164 0.05 -0.19 -0.01
C 2.562522 -2.293463 -1.041819 -0.40 -0.02 0.13
C 2.258245 -2.767272 0.390138 0.71 0.19 -0.20
O 0.855986 -2.764404 0.623619 -0.32 -0.05 -0.04
C 0.301239 -1.559361 0.871299 0.14 -0.05 -0.05
O 0.947081 -0.538523 0.938697 -0.09 -0.07 0.11
C -1.146327 -1.627986 1.003766 -0.58 -0.32 -0.01
C -1.992510 -2.696059 0.813675 0.92 0.35 0.06
C -1.710173 -4.124841 0.541770 -0.20 0.00 -0.01
O -3.283645 -2.321124 0.891769 -0.28 -0.40 -0.06
C -3.307608 -0.979040 1.123973 0.69 1.07 0.19
C -4.404615 -0.140522 1.225670 0.12 -0.41 -0.07
C -4.155759 1.206272 1.398278 0.16 0.22 0.03
C -2.848341 1.710696 1.510007 0.16 -0.91 0.00
N -2.648362 3.075077 1.633430 0.66 0.85 -0.02
S -1.175830 3.874686 1.561711 -0.74 0.16 0.02
O -0.415223 3.616030 2.743480 0.14 -0.39 -0.20
O -1.540070 5.227818 1.264924 -0.07 -0.02 -0.22
C -0.334351 3.125833 0.163982 -0.09 0.21 0.43
C -1.008499 2.930657 -1.026445 -0.05 0.03 -0.14
C -0.367725 2.267707 -2.056230 0.12 -0.04 0.00
C 0.941780 1.818015 -1.887629 -0.01 0.15 0.32
C 1.571400 1.062910 -2.999753 -0.19 -0.20 -0.53
O 1.007235 0.751454 -4.017568 -0.03 0.06 0.06
O 2.849338 0.736155 -2.762938 0.52 -0.01 0.28
C 1.618484 2.053238 -0.693452 -0.13 0.04 -0.26
C 0.971919 2.709312 0.337374 0.00 0.09 0.17
C -1.756982 0.856480 1.466261 -0.22 -0.14 0.06
C -1.995358 -0.487877 1.225774 -0.58 -0.26 -0.05
H 4.412390 -0.464090 -0.999733 0.02 0.00 0.02
H 4.896184 -1.642281 0.249173 0.03 0.03 -0.01
H 5.739520 -1.614876 -1.315529 0.03 0.07 0.07
H 2.236877 -1.248476 -1.140039 0.03 -0.14 -0.03
H 1.998025 -2.913165 -1.744899 -0.03 0.09 0.09
H 2.586820 -3.798731 0.528538 -0.03 0.11 0.00
H 2.745752 -2.111625 1.118878 -0.04 -0.18 -0.07
H -1.123334 -4.553543 1.351682 0.01 -0.04 0.01
H -2.646936 -4.666334 0.441137 -0.01 -0.06 -0.01
H -1.126904 -4.225086 -0.371449 0.00 -0.03 -0.03
H -5.410279 -0.521624 1.156126 -0.14 -0.01 -0.02
H -4.984322 1.895898 1.455989 -0.13 0.07 0.01
H -3.449996 3.679061 1.564137 0.09 0.24 -0.08
H -2.022459 3.282747 -1.132341 -0.14 -0.02 -0.06
H -0.864196 2.075834 -2.995327 -0.05 0.00 -0.05
H 3.206392 0.223930 -3.506428 -0.31 0.10 0.00
H 2.631520 1.707162 -0.569976 0.06 -0.04 0.04
H 1.448777 2.877117 1.289713 0.11 -0.06 0.09
H -0.753593 1.210990 1.611513 0.11 -0.09 0.00
```
Forces are in eV/Å.